{
  "formula": "C3H10N2S2",
  "method": "ωB97M-V with the def2-TZVPD basis set",
  "symbols": ["S", "S", "C", "C", "C", "N", "N", "H", "H", "H", "H", "H", "H", "H", "H", "H", "H"],
  "positions_angstrom": [[2.588, -1.189, 2.243], [1.162, 0.486, 2.333], [-0.125, -0.293, 1.283], [-0.397, 0.502, -0.003], [-1.248, -0.468, -0.896], [-1.402, -0.078, -2.306], [0.717, 1.069, -0.718], [3.444, -0.647, 3.130], [-1.160, -0.388, 1.654], [0.266, -1.325, 1.116], [-0.986, 1.392, 0.250], [-2.254, -0.550, -0.470], [-0.801, -1.481, -0.946], [-0.735, -0.458, -2.956], [-1.491, 0.906, -2.505], [1.548, 0.501, -0.763], [0.874, 2.021, -0.446]],
  "mulliken_spin": [0.4866, 0.4567, -0.0091, 0.0215, -0.0027, 0.0017, -0.0078, 0.0285, 0.0174, 0.0079, -0.0071, 0.0013, -0.0023, -0.0011, 0.0002, 0.0040, 0.0043],
  "multiplicity": 2,
  "homo_energy_ev": [-0.25, -2.88],
  "s2": 0.754,
  "lumo_ev": [3.87, 3.78],
  "de_lowest_kcal_mol": 18.3,
  "homo_lumo_gap_ev": [4.1, 6.7],
  "total_charge": -1,
  "largest_force_ev_per_a": 4.0
}